# 1
Here is a molecular structure, C21H24BrGaN5O4S from the OMol25 dataset. Energies are from ωB97M-V with the def2-TZVPD basis set.

The calculation puts the HOMO energy at -11.2 eV. For the electronic energy, the calculation gives -6286.379724 hartree. For the energy relative to the best compared isomer or geometry (same formula, charge and spin), the calculation gives 0.000 eV. The total charge is +1.

Positions of all 57 atoms, in Å:
Ga  -0.0814  0.1787  0.0758
N  -1.2708  -3.3263  -1.9272
C  -1.8594  -3.0484  -3.1943
C  -2.7202  -3.9545  -3.7835
C  -3.3093  -3.6364  -5.0004
C  -3.0661  -2.4082  -5.5937
C  -2.2249  -1.4905  -4.9773
C  -1.5994  -1.8249  -3.7871
S  -0.4100  -0.7404  -3.0627
N  -0.6610  -1.1358  -1.3980
C  -0.9665  -2.3443  -1.0577
C  -1.0059  -2.6312  0.4047
C  -1.3577  -3.8465  0.9592
C  -1.3865  -3.9622  2.3432
C  -1.0816  -2.8604  3.1186
C  -0.7362  -1.6784  2.4826
N  -0.6902  -1.5770  1.1595
H  -1.4912  -4.2294  -1.5421
H  -2.9259  -4.9048  -3.3047
H  -3.9670  -4.3503  -5.4761
H  -3.5325  -2.1577  -6.5362
H  -2.0380  -0.5252  -5.4302
H  -1.6118  -4.7037  0.3528
H  -1.6540  -4.9040  2.8024
H  -1.1057  -2.9041  4.1977
H  -0.4837  -0.7864  3.0387
C  0.7641  0.9361  5.3890
C  1.1402  2.3425  4.9412
C  1.6042  2.4229  3.4736
C  1.8955  3.8948  3.0973
C  2.3900  4.0784  1.6683
C  2.9153  1.6490  3.3434
O  3.8707  1.8828  4.0306
N  2.9964  0.6476  2.3656
C  1.9610  0.2999  1.5653
O  2.0237  -0.5326  0.6473
N  0.7474  0.8760  1.7446
C  0.4930  1.9150  2.5761
O  -0.6291  2.4150  2.5898
H  0.5135  0.9253  6.4487
H  1.5862  0.2306  5.2425
H  -0.1140  0.5713  4.8487
H  1.9545  2.7299  5.5533
H  0.2892  3.0150  5.0506
H  2.6342  4.2630  3.8100
H  0.9706  4.4502  3.2570
H  3.3384  3.5631  1.4994
H  2.5567  5.1341  1.4598
H  1.6690  3.7098  0.9350
H  3.8947  0.2040  2.2260
Br  0.7413  1.8398  -1.3691
C  -2.6668  1.7383  -0.3328
O  -1.8210  1.0483  0.6162
H  -2.1849  2.6518  -0.6734
H  -3.6197  1.9541  0.1436
H  -2.8169  1.0714  -1.1784
H  -1.5591  1.6583  1.3655

=====

# 2
Here is a single C9H10N2O3S molecule from the OMol25 dataset. Energies are from ωB97M-V with the def2-TZVPD basis set.

The calculation puts the HOMO energy (alpha / beta) at -8.9 / -8.3 eV. For the electronic energy, the calculation gives -1082.133229 hartree. For the energy relative to the best compared isomer or geometry (same formula, charge and spin), the calculation gives 6.172 eV. The total charge is 0.

Positions of all 25 atoms, in Å:
C  -0.4325  -3.6215  0.1826
C  -0.4586  -3.3262  -1.2153
C  -0.2093  -2.5709  1.0857
C  -0.3893  -2.0297  -1.6224
C  0.3196  -0.1733  1.5799
C  -0.0543  -1.2596  0.5983
C  -0.2013  -0.9386  -0.7649
C  0.6022  1.0171  1.0459
C  0.3308  1.8327  -2.7962
N  -0.2281  0.3540  -1.1840
N  -0.4876  2.5164  2.9010
O  2.0044  2.8533  2.2789
O  0.3460  3.6489  0.6874
O  0.4018  0.4393  -2.3870
S  0.7062  2.6256  1.6509
H  -0.7967  -4.5698  0.4310
H  -0.8214  -4.0568  -1.9069
H  0.1896  -2.6478  2.0590
H  -0.3825  -1.7766  -2.6957
H  0.3373  -0.4879  2.5741
H  -0.7177  2.2452  -2.5468
H  0.4445  1.7882  -3.8606
H  1.1170  2.3349  -2.3068
H  -0.1975  3.1655  3.5796
H  -1.4229  2.6377  2.6327

=====

# 3
Here is a single CHBrCl2S molecule from the OMol25 dataset. Energies are from ωB97M-V with the def2-TZVPD basis set.

Its structure (SMILES) is SC(Cl)(Cl)Br. The calculation puts the HOMO energy at -9.8 eV. For the electronic energy, the calculation gives -3931.226877 hartree. For the energy relative to the best compared isomer or geometry (same formula, charge and spin), the calculation gives 1.011 eV. The total charge is 0.

Positions of all 6 atoms, in Å:
S  -0.8364  -0.6727  0.3849
C  0.1293  -2.0413  -1.1196
Cl  1.5741  -1.1236  -1.6852
Cl  -1.1561  -2.1839  -2.3471
Br  0.5024  -3.7666  -0.3978
H  0.0754  0.2092  0.0528

=====

# 4
Here is a molecular structure, C21H32N4SSn from the OMol25 dataset. Energies are from ωB97M-V with the def2-TZVPD basis set.

The calculation puts the HOMO energy (alpha / beta) at -5.1 / -3.6 eV. For the electronic energy, the calculation gives -1650.749457 hartree. For the energy relative to the best compared isomer or geometry (same formula, charge and spin), the calculation gives 2.012 eV. The total charge is 0.

Positions of all 59 atoms, in Å:
Sn  -3.7258  4.1008  14.0619
C  -1.9365  6.6073  13.2427
C  -0.9001  5.8503  14.1317
N  -1.2620  4.3860  14.1189
C  -0.7813  3.5724  12.9875
C  -1.6938  3.5510  11.8068
C  -1.2389  2.9925  10.5836
C  -2.1188  2.7758  9.5379
C  -3.3891  3.4685  9.5340
C  -3.9297  4.0298  10.8449
C  -5.3435  3.9055  11.3150
N  -5.5026  4.5759  12.6242
C  -5.6088  6.0745  12.6785
C  -4.2918  6.8342  12.5445
N  -3.3690  6.3781  13.6251
N  -3.0000  3.8391  11.9835
H  -1.7183  6.3061  12.1834
H  -1.6845  7.6810  13.3372
H  -1.0005  6.1996  15.1319
H  0.1238  6.0888  13.7519
H  -0.9293  3.9696  14.9499
H  -0.7162  2.5197  13.3919
H  0.2937  3.8032  12.6781
H  -0.1632  2.6783  10.5827
H  -1.8559  2.1613  8.6867
H  -4.1944  2.9820  9.0173
H  -5.6640  2.8580  11.3480
H  -6.0189  4.3576  10.5321
H  -6.3541  4.1719  12.9882
H  -6.1167  6.2296  13.6810
H  -6.3965  6.4567  12.0233
H  -4.4917  7.9377  12.6162
H  -3.8136  6.6174  11.6017
H  -3.5362  6.7501  14.5875
C  -4.4070  2.3067  19.5118
C  -3.2488  2.3963  18.5236
C  -1.9989  3.0416  19.1317
C  -3.0064  1.0262  17.9111
C  -4.1222  0.2561  17.5630
C  -3.9691  -0.9814  16.9625
C  -2.6818  -1.5345  16.8009
C  -2.5229  -2.8360  15.9953
C  -1.5752  -0.7776  17.1915
C  -1.7272  0.4828  17.7492
H  -4.5716  3.2745  20.0408
H  -4.0881  1.6278  20.2933
H  -5.3416  1.9305  19.1727
H  -3.3685  3.0358  17.6016
H  -1.5998  2.4733  19.9609
H  -2.1614  4.0385  19.5196
H  -1.2106  3.0220  18.3229
H  -5.1084  0.7036  17.5288
H  -4.8745  -1.5657  16.6923
H  -1.7704  -3.4465  16.5032
H  -2.2916  -2.5140  14.9565
H  -3.5159  -3.2703  15.9936
H  -0.5453  -1.1206  16.9245
H  -0.8811  0.9874  18.1920
S  -3.5040  5.2387  9.4778

=====

# 5
Here is 2 unconnected molecules or ions with the total composition C5H8N4 from the OMol25 dataset. Energies are from ωB97M-V with the def2-TZVPD basis set.

Its spin multiplicity is 3. The expectation value of S² is 2.013. The calculation puts the HOMO energy (alpha / beta) at -4.8 / -10.0 eV. For the electronic energy, the calculation gives -414.055466 hartree. For the energy relative to the best compared isomer or geometry (same formula, charge and spin), the calculation gives 2.460 eV. The total charge is 0.

Positions of all 17 atoms, in Å:
C  -1.9854  -0.2714  -0.2741
C  1.6458  -2.0379  0.0698
C  1.2307  -0.6092  0.3166
C  -1.4803  0.9231  -0.1748
C  1.2632  0.3569  -0.8307
N  -2.3429  -1.4164  -0.4908
N  0.4376  -1.8559  0.2687
N  -1.4442  1.7218  1.0418
N  1.2404  1.6118  -0.7701
H  2.4437  -2.7212  -0.2291
H  1.3194  -0.2794  1.3692
H  -1.0807  1.5887  -0.9532
H  1.0266  -0.0385  -1.8043
H  -1.6791  1.0433  1.7660
H  -0.4628  2.1691  1.2053
H  -1.6655  -2.1637  -0.6627
H  1.5335  1.9788  0.1522